Entry 1:
The following is a quantum chemistry calculation of 2 unconnected molecules or ions with the total composition C3H4OS2, from the OMol25 dataset.

Summary:
Highest occupied orbital energy in eV: -8.96
HOMO-LUMO gap in eV: 9.120

The geometry in ORCA input format:
```
! wB97M-V def2-TZVPD RIJCOSX def2/J DEFGRID3
* xyz 0 1
C -1.11 0.80 1.61
C -1.79 -0.12 1.24
C 1.41 -0.52 -1.18
O 1.05 0.30 -0.21
S 0.25 -0.88 -2.39
S 3.03 -1.19 -1.25
H -0.89 1.78 1.81
H 0.06 0.44 -0.35
H -2.05 -0.89 0.59
H 2.56 -1.95 -2.25
*
```

***

Entry 2:
The following is a quantum chemistry calculation of a molecular structure, C19H20BaClIN2, from the OMol25 dataset.

Summary:
Highest occupied orbital energy (alpha / beta) in eV: -5.45 / -5.36
HOMO-LUMO gap (alpha / beta) in eV: 4.511 / 4.231

The geometry in ORCA input format:
```
! wB97M-V def2-TZVPD RIJCOSX def2/J DEFGRID3
* xyz 0 1
C 1.32 2.02 2.31
C 1.25 -2.10 2.44
H 2.40 2.11 2.08
H 0.98 1.42 3.17
H 0.57 2.62 1.78
H 1.40 -2.92 1.71
H 2.15 -1.61 2.90
H 0.25 -1.89 2.84
C 0.99 2.59 -1.71
C 1.14 3.39 -2.84
C 1.07 2.81 -4.10
C 0.87 1.42 -4.20
H 1.09 3.03 -0.71
H 1.34 4.46 -2.70
H 1.19 3.45 -5.00
H 0.91 0.94 -5.18
N 0.75 1.26 -1.82
C 0.70 0.65 -3.03
C 0.56 -0.83 -3.01
N 0.58 -1.43 -1.80
C 0.54 -2.78 -1.69
C 0.39 -3.02 -4.08
C 0.42 -3.60 -2.82
H 0.59 -3.24 -0.70
H 0.37 -4.68 -2.68
C 0.49 -1.62 -4.18
H 0.51 -1.15 -5.17
H 0.29 -3.67 -4.98
Ba 1.56 -0.10 0.41
I 4.58 -0.23 -0.39
Cl -2.21 2.83 2.03
C -2.21 1.36 2.89
C -2.13 1.39 4.28
C -2.13 0.19 5.02
C -2.18 -1.04 4.33
C -2.19 -1.06 2.93
C -2.26 0.13 2.16
C -2.40 0.11 0.78
H -2.07 2.33 4.81
H -2.09 0.21 6.11
H -2.18 -1.97 4.90
H -2.18 -2.03 2.43
H -1.61 -0.03 0.11
H -3.41 0.25 0.38
*
```

***

Entry 3:
The following is a quantum chemistry calculation of a molecular structure, C17H40As3CsN2O4, from the OMol25 dataset.

Summary:
Highest occupied orbital energy in eV: 0.70
HOMO-LUMO gap in eV: 3.296

The geometry in ORCA input format:
```
! wB97M-V def2-TZVPD RIJCOSX def2/J DEFGRID3
* xyz -2 1
Cs -0.67 1.63 -2.46
C -3.81 -1.71 -0.69
As -2.02 -1.68 0.08
C -2.05 -3.58 0.65
C -2.66 -0.89 1.79
C -1.71 -0.59 2.97
C -2.59 -0.49 4.22
C -0.98 0.76 2.81
As -0.25 1.30 1.03
C 1.40 0.28 0.89
C 0.56 2.97 1.61
C -0.71 -1.75 3.14
As 0.29 -1.85 4.85
C 2.02 -1.09 4.34
C 0.84 -3.72 4.58
H -4.56 -1.92 0.08
H -3.86 -2.50 -1.44
H -4.00 -0.77 -1.21
H -2.86 -3.77 1.36
H -1.09 -3.85 1.10
H -2.20 -4.20 -0.24
H -3.42 -1.60 2.14
H -3.17 0.03 1.51
H -3.42 0.21 4.03
H -2.03 -0.13 5.08
H -3.02 -1.46 4.48
H -0.19 0.84 3.57
H -1.69 1.57 3.02
H 1.87 0.15 1.86
H 2.06 0.93 0.27
H 1.24 -0.69 0.41
H 1.00 2.87 2.61
H -0.17 3.78 1.61
H 1.37 3.15 0.87
H 0.01 -1.76 2.32
H -1.26 -2.69 3.12
H 1.96 0.00 4.27
H 2.36 -1.48 3.38
H 2.75 -1.35 5.11
H -0.01 -4.38 4.72
H 1.61 -3.98 5.31
H 1.24 -3.86 3.58
N -1.93 -1.75 -4.10
N -2.67 -0.85 -4.90
C -3.58 0.07 -4.27
O -4.49 0.48 -5.00
O -3.33 0.34 -3.06
H -2.44 -1.90 -3.23
H -1.06 -1.30 -3.83
H -3.13 -1.33 -5.65
O 1.75 2.37 -1.52
O 2.73 2.68 -0.43
C 3.86 3.79 -4.15
C 3.10 2.59 -3.61
C 2.55 1.80 -4.81
C 4.07 1.67 -2.86
C 1.93 3.11 -2.71
H 4.59 3.50 -4.92
H 4.40 4.29 -3.34
H 3.17 4.51 -4.59
H 3.36 1.42 -5.45
H 1.89 2.43 -5.41
H 1.97 0.94 -4.46
H 4.95 1.44 -3.48
H 3.58 0.73 -2.60
H 4.37 2.13 -1.92
H 2.20 4.14 -2.41
*
```

***

Entry 4:
The following is a quantum chemistry calculation of C4H9NO in the gas phase, from the OMol25 dataset.

Summary:
Highest occupied orbital energy in eV: -8.38
HOMO-LUMO gap in eV: 9.391

The geometry in ORCA input format:
```
! wB97M-V def2-TZVPD RIJCOSX def2/J DEFGRID3
* xyz 0 1
C -1.28 -0.59 0.43
N -0.21 0.26 -0.01
C -0.64 1.48 -0.64
C 1.00 -0.41 -0.46
C 1.72 -0.84 0.82
O 2.23 -0.05 1.56
H -1.93 -0.95 -0.39
H -1.90 -0.05 1.15
H -0.87 -1.47 0.94
H -1.23 2.06 0.09
H 0.23 2.09 -0.91
H -1.26 1.34 -1.54
H 1.64 0.31 -0.98
H 0.85 -1.27 -1.14
H 1.67 -1.92 1.09
*
```

***

Entry 5:
The following is a quantum chemistry calculation of H5N2OP in the gas phase, from the OMol25 dataset.

Summary:
Highest occupied orbital energy in eV: -10.29
HOMO-LUMO gap in eV: 10.972

The geometry in ORCA input format:
```
! wB97M-V def2-TZVPD RIJCOSX def2/J DEFGRID3
* xyz 0 1
N -0.12 -1.21 -0.54
N -0.09 1.23 -0.52
O -2.34 -0.14 -0.05
P -0.90 0.05 0.18
H 0.96 -1.46 -0.03
H -0.91 -1.84 -0.59
H -0.17 2.21 -0.33
H 0.84 0.84 -0.86
H -0.52 0.00 1.66
*
```

***

Entry 6:
The following is a quantum chemistry calculation of 9 unconnected molecules or ions with the total composition C22H39Cl8N3O4, from the OMol25 dataset.

Summary:
Highest occupied orbital energy in eV: -8.19
HOMO-LUMO gap in eV: 8.579

The geometry in ORCA input format:
```
! wB97M-V def2-TZVPD RIJCOSX def2/J DEFGRID3
* xyz 0 1
N 0.24 -3.03 5.53
C -1.06 -2.80 5.95
C -1.33 -1.44 5.78
C -0.35 -0.81 5.11
C 0.56 -1.85 4.87
H 0.75 -3.90 5.58
H -1.56 -3.62 6.43
H -2.18 -0.83 6.07
H -0.13 0.22 4.91
H 1.59 -1.71 4.57
N -0.06 2.56 1.68
C 0.45 3.37 2.71
C 0.11 4.68 2.39
C -0.73 4.59 1.24
C -0.76 3.31 0.74
H -0.01 1.55 1.62
H 0.95 2.89 3.54
H 0.46 5.52 2.97
H -1.24 5.41 0.74
H -1.11 2.73 -0.10
N 1.85 -0.09 0.99
C 1.63 0.49 -0.25
C 0.44 0.02 -0.81
C -0.06 -0.85 0.14
C 0.82 -0.99 1.18
H 2.55 0.19 1.66
H 2.16 1.39 -0.52
H -0.13 0.24 -1.70
H -1.08 -1.16 -0.02
H 0.76 -1.47 2.14
C -4.08 -0.34 1.87
Cl -2.75 0.64 1.20
Cl -3.61 -1.26 3.29
Cl -5.44 0.70 2.23
Cl -4.61 -1.50 0.63
C -3.06 -3.45 -3.10
Cl -1.93 -2.25 -2.59
Cl -2.13 -4.84 -3.56
Cl -4.18 -3.70 -1.86
Cl -3.94 -2.75 -4.51
C 4.55 0.44 5.36
C 4.68 0.36 3.80
O 3.49 0.86 3.16
H 3.63 0.05 5.79
H 4.68 1.41 5.83
H 5.35 -0.20 5.73
H 4.75 -0.70 3.56
H 5.60 0.85 3.51
H 3.61 1.77 2.88
C 1.12 -2.67 -4.72
C 1.87 -2.40 -3.37
O 1.85 -1.01 -2.95
H 0.10 -2.30 -4.61
H 1.07 -3.74 -4.92
H 1.73 -2.30 -5.55
H 2.94 -2.55 -3.46
H 1.53 -3.07 -2.59
H 1.68 -0.90 -2.01
C 1.52 1.37 -5.81
C 0.46 1.63 -4.70
O -0.11 0.43 -4.14
H 2.15 2.24 -6.03
H 1.05 0.97 -6.71
H 2.30 0.66 -5.55
H -0.41 2.17 -5.08
H 0.81 2.36 -3.97
H 0.56 -0.19 -3.84
C -3.36 1.06 -2.24
C -3.78 0.87 -3.73
O -2.72 1.19 -4.64
H -2.41 0.58 -2.01
H -4.12 0.84 -1.49
H -3.24 2.13 -2.03
H -4.66 1.49 -3.89
H -4.07 -0.17 -3.90
H -1.98 0.63 -4.40
*
```

***

Entry 7:
The following is a quantum chemistry calculation of 9 unconnected molecules or ions with the total composition C81H171N9O9, from the OMol25 dataset.

Summary:
Highest occupied orbital energy in eV: -7.69
HOMO-LUMO gap in eV: 8.199

The geometry in ORCA input format:
```
! wB97M-V def2-TZVPD RIJCOSX def2/J DEFGRID3
* xyz 0 1
C 18.46 26.66 14.13
C 19.25 25.30 13.79
C 19.43 25.18 12.25
C 20.66 26.07 11.77
C 21.93 25.78 12.59
C 21.69 25.90 14.16
N 20.47 25.02 14.53
O 20.23 25.05 15.93
C 22.96 25.19 14.79
C 21.58 27.36 14.64
C 18.32 24.06 14.24
H 18.16 26.78 15.17
H 17.58 26.83 13.52
H 19.04 27.57 14.25
H 19.78 24.17 12.07
H 18.56 25.48 11.66
H 20.49 27.13 11.93
H 20.76 25.85 10.71
H 22.74 26.45 12.30
H 22.00 24.79 12.15
H 23.11 24.15 14.47
H 23.92 25.68 14.68
H 22.76 25.02 15.85
H 22.57 27.78 14.46
H 20.92 27.80 13.89
H 21.41 27.74 15.65
H 18.72 23.10 13.91
H 17.28 24.20 13.94
H 18.28 24.07 15.33
H 19.58 24.34 15.93
C 15.24 4.21 19.53
C 14.23 3.01 19.66
C 12.94 3.28 18.78
C 13.10 2.94 17.25
C 13.67 1.50 17.07
C 14.97 1.22 17.95
N 14.78 1.68 19.42
O 15.80 1.32 20.21
C 15.14 -0.27 17.93
C 16.09 1.91 17.26
C 13.58 2.90 21.10
H 15.42 4.40 18.47
H 16.21 4.09 20.03
H 14.94 5.11 20.07
H 12.11 2.65 19.08
H 12.70 4.35 18.80
H 13.79 3.68 16.86
H 12.23 3.01 16.60
H 13.89 1.34 16.01
H 12.88 0.85 17.43
H 14.31 -0.76 18.44
H 15.11 -0.71 16.93
H 15.91 -0.57 18.64
H 16.24 1.27 16.39
H 15.99 2.99 17.14
H 17.02 1.78 17.83
H 14.38 2.90 21.84
H 12.90 2.07 21.29
H 13.02 3.77 21.44
H 15.39 0.52 20.55
C 23.21 14.12 15.56
C 22.20 13.98 16.75
C 22.83 12.95 17.83
C 23.71 13.70 18.73
C 22.97 14.80 19.41
C 22.45 15.87 18.47
N 21.62 15.20 17.38
O 21.01 16.09 16.38
C 21.56 16.70 19.43
C 23.45 17.00 17.90
C 21.04 12.98 16.28
H 22.84 14.65 14.68
H 23.58 13.17 15.17
H 24.15 14.53 15.92
H 22.08 12.45 18.45
H 23.50 12.18 17.43
H 24.56 14.15 18.21
H 23.96 12.92 19.45
H 23.47 15.35 20.22
H 22.13 14.29 19.87
H 20.78 17.35 19.03
H 20.88 15.93 19.80
H 22.01 17.00 20.38
H 24.15 17.35 18.66
H 23.94 16.52 17.05
H 22.91 17.77 17.35
H 20.44 12.55 17.08
H 21.46 12.16 15.70
H 20.41 13.44 15.53
H 21.69 15.97 15.71
C 10.33 22.11 -0.04
C 9.77 20.92 0.64
C 11.15 20.31 1.21
C 10.92 19.22 2.24
C 10.05 19.83 3.35
C 8.62 20.30 2.93
N 8.83 21.21 1.75
O 7.58 21.65 1.24
C 7.84 19.06 2.55
C 8.07 21.04 4.16
C 9.11 19.90 -0.27
H 10.96 22.83 0.49
H 9.56 22.61 -0.63
H 11.02 21.93 -0.86
H 11.82 20.04 0.39
H 11.58 21.06 1.87
H 11.82 18.85 2.72
H 10.61 18.38 1.62
H 10.54 20.71 3.76
H 9.90 19.01 4.05
H 7.33 19.04 1.59
H 8.39 18.14 2.76
H 6.98 18.90 3.20
H 7.00 21.06 3.96
H 8.18 20.55 5.12
H 8.52 22.03 4.29
H 9.61 19.67 -1.21
H 8.28 20.28 -0.87
H 8.88 18.90 0.10
H 7.43 22.58 1.45
C 10.77 14.78 12.16
C 12.27 14.49 12.55
C 12.96 15.68 13.18
C 12.85 15.87 14.69
C 13.12 14.56 15.41
C 12.16 13.34 14.87
N 12.33 13.26 13.41
O 12.03 12.06 12.72
C 12.72 12.17 15.50
C 10.72 13.49 15.31
C 12.93 14.30 11.21
H 10.03 14.89 12.95
H 10.37 13.96 11.56
H 10.65 15.71 11.60
H 14.03 15.65 12.99
H 12.49 16.58 12.78
H 11.96 16.40 15.04
H 13.71 16.50 14.91
H 13.20 14.82 16.46
H 14.13 14.28 15.11
H 13.79 12.06 15.31
H 12.55 12.17 16.58
H 12.20 11.33 15.03
H 10.46 12.81 16.12
H 10.57 14.57 15.42
H 10.16 13.17 14.44
H 13.74 13.65 11.53
H 13.36 15.15 10.68
H 12.48 13.73 10.40
H 12.90 11.70 12.55
C -1.16 19.62 15.39
C 0.15 19.98 14.72
C 1.32 19.37 15.61
C 2.62 19.02 14.98
C 2.43 18.32 13.64
C 1.63 19.13 12.65
N 0.28 19.32 13.43
O -0.74 19.77 12.54
C 2.37 20.45 12.18
C 1.30 18.19 11.54
C 0.40 21.54 14.52
H -1.33 18.56 15.20
H -2.12 19.99 15.04
H -1.22 19.89 16.44
H 1.59 20.18 16.30
H 0.97 18.67 16.37
H 3.10 18.17 15.48
H 3.28 19.89 14.91
H 2.11 17.29 13.78
H 3.46 18.25 13.29
H 3.15 20.83 12.84
H 2.68 20.35 11.14
H 1.74 21.34 12.08
H 0.65 17.37 11.84
H 0.84 18.82 10.78
H 2.28 17.84 11.22
H 1.43 21.65 14.18
H -0.05 22.14 15.32
H -0.19 21.83 13.66
H -1.35 19.06 12.72
C 2.43 8.69 9.83
C 3.00 8.66 11.23
C 1.87 8.67 12.31
C 1.31 7.25 12.62
C 2.44 6.32 13.06
C 3.70 6.26 12.01
N 4.03 7.60 11.47
O 5.16 7.58 10.73
C 4.90 5.78 12.89
C 3.35 5.33 10.83
C 3.76 9.99 11.33
H 3.10 8.86 8.99
H 1.59 9.38 9.79
H 1.95 7.73 9.64
H 2.28 9.23 13.16
H 1.06 9.22 11.82
H 0.85 6.85 11.71
H 0.50 7.29 13.36
H 1.90 5.38 12.91
H 2.66 6.50 14.11
H 4.48 5.01 13.54
H 5.56 5.32 12.17
H 5.32 6.50 13.59
H 4.10 5.40 10.03
H 3.43 4.26 11.03
H 2.40 5.60 10.37
H 3.05 10.82 11.26
H 4.53 10.18 10.58
H 4.30 10.14 12.27
H 5.63 8.25 11.24
C 2.85 9.36 24.03
C 3.94 8.39 23.53
C 5.00 9.12 22.69
C 6.12 9.79 23.52
C 6.91 8.83 24.41
C 5.87 8.17 25.29
N 4.66 7.58 24.59
O 3.80 6.86 25.51
C 6.74 6.98 25.86
C 5.51 9.13 26.45
C 3.29 7.34 22.62
H 2.70 10.14 23.29
H 3.11 9.90 24.94
H 1.89 8.87 24.19
H 5.56 8.53 21.97
H 4.57 9.80 21.96
H 5.98 10.76 24.00
H 6.79 10.36 22.87
H 7.77 9.25 24.92
H 7.33 8.11 23.71
H 6.91 6.17 25.15
H 7.65 7.37 26.32
H 6.07 6.60 26.63
H 5.16 10.11 26.12
H 4.66 8.67 26.94
H 6.48 9.21 26.96
H 2.91 7.97 21.82
H 2.44 6.85 23.11
H 3.92 6.61 22.11
H 3.50 6.09 25.03
C 22.38 18.30 3.21
C 22.03 19.07 4.60
C 21.14 20.34 4.34
C 20.33 20.76 5.59
C 19.63 19.49 6.16
C 20.62 18.44 6.57
N 21.30 18.07 5.32
O 22.09 16.98 5.66
C 21.53 19.02 7.71
C 19.78 17.22 7.09
C 23.38 19.45 5.05
H 23.23 17.62 3.30
H 22.68 19.05 2.48
H 21.52 17.82 2.73
H 21.81 21.15 4.05
H 20.45 20.25 3.50
H 19.50 21.42 5.33
H 20.95 21.24 6.34
H 18.83 19.10 5.53
H 19.14 19.82 7.08
H 21.01 19.38 8.59
H 22.23 18.25 8.02
H 22.13 19.93 7.66
H 19.19 16.86 6.25
H 20.26 16.32 7.47
H 19.08 17.68 7.79
H 23.28 20.06 5.96
H 23.83 20.14 4.34
H 24.10 18.66 5.27
H 21.78 16.23 5.15
*
```

***

Computed max |F|, in the same sequence as the records: 2.6; 4.5; 0.5; 0.6; 5.2; 4.5; 5.6 eV/Å.
Computed E, in the same sequence as the records: -988.212799; -1628.751529; -7809.473050; -287.757305; -529.115425; -5008.275664; -4357.916519 hartree.
Computed energy relative to the best compared isomer or geometry (same formula, charge and spin), in the same sequence as the records: 313.5; 230.7; 0.0; 197.3; 118.1; 62.3; 1494.6 kJ/mol.